[1]
{"formula": "C38H69F18N12O2P3", "method": "ωB97M-V/def2-TZVPD", "symbols": ["P", "P", "P", "F", "F", "F", "F", "F", "F", "F", "F", "F", "F", "F", "F", "F", "F", "F", "F", "F", "F", "O", "O", "N", "N", "N", "N", "N", "N", "N", "N", "N", "N", "N", "N", "C", "C", "C", "C", "C", "C", "C", "C", "C", "C", "C", "C", "C", "C", "C", "C", "C", "C", "C", "C", "C", "C", "C", "C", "C", "C", "C", "C", "C", "C", "C", "C", "C", "C", "C", "C", "C", "C", "H", "H", "H", "H", "H", "H", "H", "H", "H", "H", "H", "H", "H", "H", "H", "H", "H", "H", "H", "H", "H", "H", "H", "H", "H", "H", "H", "H", "H", "H", "H", "H", "H", "H", "H", "H", "H", "H", "H", "H", "H", "H", "H", "H", "H", "H", "H", "H", "H", "H", "H", "H", "H", "H", "H", "H", "H", "H", "H", "H", "H", "H", "H", "H", "H", "H", "H", "H", "H"], "xyz": [[-9.434140, 23.161138, 8.129375], [-14.956894, 22.387136, 17.307207], [-13.604255, 22.800569, 11.948868], [-13.756620, 22.514163, 18.391710], [-14.684162, 23.976019, 11.810782], [-9.512803, 24.761785, 7.865538], [-14.030743, 21.613675, 16.235420], [-15.920241, 23.199558, 18.362786], [-10.364827, 22.967300, 6.821417], [-9.452891, 21.516138, 8.377372], [-16.252486, 22.428475, 16.295825], [-8.596483, 23.330966, 9.491497], [-8.088216, 22.977139, 7.292252], [-13.899926, 22.617383, 13.547401], [-12.409583, 23.868893, 12.324884], [-12.516722, 21.593836, 12.110608], [-10.804041, 23.312801, 9.052152], [-13.168335, 22.959073, 10.423493], [-14.743710, 21.689164, 11.561208], [-14.482203, 23.838180, 16.729371], [-15.519234, 20.985212, 17.834903], [-19.428275, 21.668948, 14.329272], [-18.937456, 19.818076, 13.148120], [-9.346604, 22.172525, 13.779109], [-15.903863, 25.881010, 14.125001], [-14.043083, 18.772273, 14.313032], [-17.495299, 25.119917, 15.422208], [-11.973758, 19.213624, 9.234739], [-11.788464, 26.919519, 10.035498], [-16.938796, 19.103789, 8.914858], [-10.521477, 26.541677, 11.781559], [-16.528226, 21.223705, 8.547934], [-15.820099, 17.503669, 14.475620], [-10.080411, 22.605693, 15.812180], [-13.474006, 18.782777, 7.725468], [-16.383563, 20.221775, 9.429683], [-16.911072, 25.437021, 13.300715], [-13.483525, 25.627234, 8.772706], [-14.339301, 18.064393, 6.784397], [-18.745336, 21.014237, 13.512766], [-17.885387, 24.975835, 14.122564], [-12.496718, 26.768564, 8.751102], [-16.087923, 22.582378, 8.710598], [-14.596014, 26.361581, 13.750285], [-18.237499, 24.653708, 16.593374], [-13.473111, 20.164504, 7.886351], [-11.864960, 28.022923, 10.884700], [-16.302234, 25.716515, 15.394770], [-14.479217, 17.506368, 14.392007], [-8.235590, 22.181881, 14.601672], [-17.109056, 20.712496, 7.413325], [-11.450134, 24.463174, 16.552598], [-17.005768, 17.802843, 9.580899], [-10.026877, 17.817725, 9.991326], [-17.366985, 19.406947, 7.643800], [-8.709471, 22.451390, 15.855171], [-17.450733, 17.875642, 11.036212], [-17.497949, 21.712450, 12.979477], [-10.408663, 22.462839, 14.519781], [-10.957762, 23.090865, 16.923221], [-9.716186, 25.857816, 12.776321], [-9.344854, 21.938732, 12.361141], [-17.447700, 16.260984, 15.873578], [-11.191888, 27.725939, 12.013854], [-15.135043, 19.592685, 14.292406], [-10.871413, 26.112588, 10.555767], [-12.625260, 18.250815, 8.574392], [-16.240816, 18.810472, 14.389387], [-10.863989, 19.075250, 10.182566], [-16.678942, 16.332500, 14.572578], [-12.662147, 19.202682, 14.272376], [-19.367886, 25.587109, 16.992226], [-12.488119, 20.415153, 8.787132], [-15.098783, 22.715098, 8.264272], [-9.510383, 24.823956, 12.507922], [-9.308107, 17.949266, 9.182242], [-15.810438, 22.808350, 9.744973], [-18.057199, 17.141225, 16.066736], [-10.433882, 23.010622, 17.869364], [-16.036871, 20.327695, 10.447165], [-10.743189, 25.294205, 16.618867], [-14.940606, 20.649662, 14.201843], [-14.905407, 17.319321, 7.339683], [-9.572538, 22.825341, 11.777128], [-12.470345, 28.882351, 10.651699], [-13.943446, 20.839881, 7.194222], [-18.746298, 24.335737, 13.968468], [-8.394013, 21.480683, 12.090343], [-15.622585, 25.896979, 16.209781], [-14.931535, 18.757600, 6.203146], [-14.573558, 26.551493, 12.680808], [-12.239580, 19.012951, 13.285239], [-11.305467, 19.008699, 11.178955], [-13.637977, 17.506343, 6.161969], [-12.949122, 27.747105, 8.587144], [-18.045469, 15.351954, 15.872374], [-10.571437, 16.898361, 9.785953], [-19.694978, 25.338769, 18.002586], [-11.925800, 24.536227, 15.572924], [-8.758574, 26.369099, 12.843557], [-17.361974, 16.496512, 13.730874], [-13.831857, 16.646406, 14.366341], [-10.040864, 21.129778, 12.131867], [-12.058803, 21.310151, 9.214443], [-18.465602, 18.271101, 11.134147], [-16.882051, 18.611909, 11.607010], [-8.154843, 22.481080, 16.778490], [-12.644103, 20.283002, 14.407035], [-17.463465, 16.871103, 11.451264], [-12.332386, 17.214924, 8.615906], [-14.257720, 25.695168, 8.007301], [-11.867039, 22.489343, 16.944327], [-14.402304, 27.328280, 14.218203], [-17.752285, 18.636349, 6.997334], [-11.994548, 18.785998, 15.023034], [-13.858271, 25.630149, 14.075172], [-12.246301, 24.702027, 17.262122], [-7.213754, 21.970237, 14.341829], [-11.685874, 26.718857, 8.023262], [-16.018123, 17.339562, 9.506812], [-14.092959, 25.576418, 9.678008], [-10.275490, 19.984599, 10.075390], [-16.962869, 25.516199, 12.230572], [-17.001670, 21.033947, 12.278014], [-20.269072, 25.500830, 16.387591], [-11.426312, 22.671705, 14.221519], [-17.381032, 21.261760, 6.527826], [-17.587189, 24.537990, 17.460187], [-9.478326, 17.702033, 10.925141], [-16.861399, 23.295430, 8.443838], [-17.660069, 17.178362, 8.973497], [-18.584742, 23.627172, 16.464653], [-12.930315, 24.694203, 8.664668], [-16.745358, 16.191499, 16.707701], [-17.901337, 22.609899, 12.512434], [-11.064843, 28.381769, 12.858354], [-10.307375, 25.777294, 13.686966], [-16.782889, 21.879453, 13.786220], [-18.957695, 26.597244, 17.042454], [-10.522815, 25.192287, 10.115757], [-17.293419, 19.066736, 14.443607], [-16.130349, 15.433493, 14.297357]], "atomic_forces_ev_per_a": [[-0.2, -0.7, -1.1], [-2.7, 1.2, 1.3], [0.6, -0.4, 1.2], [0.1, -0.9, -0.5], [0.1, 0.0, 0.1], [0.5, -0.1, 0.5], [0.4, 0.2, -0.1], [0.4, -0.3, 0.1], [0.1, -0.3, 0.3], [-0.5, 0.5, 0.3], [1.0, -0.1, -0.7], [0.2, 0.4, 0.3], [-0.4, 0.5, 0.1], [-0.3, 0.3, -0.8], [-0.3, 0.2, 0.2], [0.2, -0.4, -0.2], [-0.1, -0.3, 0.1], [-0.4, -0.1, -0.6], [0.5, 0.4, 0.1], [0.4, 0.0, -0.7], [0.9, 0.0, 0.4], [0.3, 0.2, -0.5], [0.3, 0.0, -0.2], [0.3, 0.4, 0.8], [-0.9, 0.2, 0.4], [-0.3, -1.3, 0.2], [1.2, 0.5, -0.2], [-1.0, 0.2, -1.2], [1.1, 1.0, 0.8], [0.8, 1.4, 0.1], [-0.8, 0.0, -0.7], [0.0, -1.1, 0.3], [2.0, 0.5, -0.2], [1.5, -0.2, -0.8], [-1.3, 1.1, -0.1], [-1.1, -0.1, -0.1], [-0.7, -0.1, 0.3], [-0.3, -0.5, -0.1], [1.3, -0.9, 0.3], [-0.6, -0.5, 1.2], [-0.8, -1.2, 0.0], [0.5, 1.0, 0.0], [1.2, 0.9, 1.2], [0.2, 0.6, 0.0], [-0.6, -0.5, 1.2], [1.3, -0.4, 0.0], [-1.3, -0.6, -0.1], [0.5, -0.6, 0.0], [-0.1, 0.0, 0.3], [-0.7, 0.1, 1.2], [-0.4, -0.2, -0.3], [-0.5, 1.4, 0.8], [0.2, -0.6, 0.2], [0.5, 0.5, -0.3], [0.1, -0.6, 0.1], [0.4, -0.3, 0.3], [-0.7, 0.7, -0.5], [-0.2, -0.7, -0.3], [-1.3, 0.4, 1.1], [-0.6, 0.0, -1.5], [0.2, -0.5, -0.2], [0.1, -1.3, -0.8], [0.7, -0.2, 0.4], [0.5, 0.7, -0.5], [0.2, 0.5, 0.0], [-0.3, -0.9, 0.7], [1.3, -0.5, 0.3], [-0.5, 0.2, 0.4], [-0.4, -0.6, 0.3], [-1.1, 0.4, -1.1], [0.6, 0.8, -0.5], [0.1, 0.0, 0.3], [0.5, 0.3, 1.0], [-0.4, 0.2, -0.8], [-0.1, 0.1, -0.5], [0.0, 0.0, 0.0], [-0.6, -0.5, 0.2], [-0.2, -0.1, -0.3], [0.2, 0.1, -0.1], [0.1, 0.1, -0.1], [0.4, -0.3, 0.1], [-0.5, 0.0, 0.2], [-0.4, 0.2, -0.1], [0.1, -0.1, -0.1], [0.0, -0.1, 0.0], [-0.3, -0.1, 0.1], [-0.1, 0.4, -0.4], [0.2, 0.6, 0.0], [-0.3, 0.0, 0.3], [-0.1, 0.0, 0.1], [0.1, -0.4, 0.0], [0.0, -0.1, 0.0], [-0.1, 0.4, 0.0], [-0.4, 0.1, -0.4], [-0.2, -0.1, 0.0], [-0.2, 0.1, 0.0], [-0.2, 0.1, 0.3], [0.2, -0.1, 0.0], [0.0, -0.5, 0.0], [-0.1, 0.1, 0.5], [-0.3, -0.3, 0.2], [-0.1, -0.1, 0.2], [-0.4, 0.5, 0.0], [-0.3, 0.3, -0.4], [0.0, -0.1, -0.1], [0.3, -0.5, 0.2], [-0.1, 0.1, 0.0], [-0.2, 0.0, 0.0], [0.3, 0.1, 0.2], [-0.4, -0.1, 0.0], [0.5, 0.2, -0.5], [0.3, -0.5, 0.1], [0.0, -0.1, 0.2], [-0.2, 0.1, 0.0], [-0.5, -0.4, 0.2], [0.1, 0.0, -0.3], [0.0, 0.0, -0.1], [-0.1, 0.0, -0.5], [-0.4, -0.6, -0.3], [0.1, 0.1, 0.0], [0.5, 0.2, 0.3], [0.1, -0.1, 0.0], [0.5, 0.0, 0.0], [-0.1, 0.3, -0.3], [0.2, 0.3, -0.4], [0.1, -0.3, -0.6], [0.2, 0.3, 0.2], [0.6, 0.3, -0.4], [0.1, -0.3, -0.1], [0.1, -0.1, -0.5], [-0.2, 0.1, 0.1], [0.0, 0.1, -0.8], [-0.2, -0.1, 0.0], [0.0, -0.1, 0.0], [0.7, 0.2, -0.1], [0.2, -0.3, 0.2], [0.3, 0.5, 0.2], [-0.2, 0.6, 0.0], [-0.4, 0.2, -0.2], [0.0, -0.1, -0.1], [0.0, 0.1, -0.3], [0.3, 0.1, 0.4]], "lowdin_charge": [0.1832, 0.1918, 0.2064, -0.1509, -0.1340, -0.1602, -0.1640, -0.1783, -0.1587, -0.1976, -0.1718, -0.1614, -0.1191, -0.1603, -0.1780, -0.1798, -0.2237, -0.1515, -0.1705, -0.1875, -0.1327, -0.0512, -0.1074, -0.0754, -0.0782, -0.0690, -0.0042, -0.0029, -0.0187, -0.0257, -0.0674, -0.0681, -0.0361, -0.0108, -0.0787, 0.0093, -0.0206, -0.0575, 0.0318, -0.7730, -0.0088, -0.1364, 0.0134, -0.0045, -0.1723, 0.0044, -0.0002, -0.0099, -0.0097, 0.0088, -0.0128, -0.0763, -0.1614, -0.0456, -0.0209, -0.0031, -0.0514, -0.0420, -0.0363, -0.1169, 0.0251, 0.0126, -0.0436, -0.0186, -0.0025, 0.0088, -0.0270, 0.0233, -0.1586, -0.1735, 0.0090, -0.0571, 0.0197, 0.0933, 0.0734, 0.0961, 0.0787, 0.0909, 0.1397, 0.1322, 0.0837, 0.0994, 0.0899, 0.0767, 0.1377, 0.1359, 0.1381, 0.1149, 0.1627, 0.0955, 0.0880, 0.0750, 0.1022, 0.1125, 0.1263, 0.0890, 0.0699, 0.0854, 0.0599, 0.1132, 0.1142, 0.1622, 0.0771, 0.1091, 0.0907, 0.0536, 0.1389, 0.0698, 0.0807, 0.1629, 0.0851, 0.0979, 0.1021, 0.1441, 0.1081, 0.0831, 0.0815, 0.1393, 0.1366, 0.1102, 0.0711, 0.1093, 0.1282, 0.0270, 0.0805, 0.1383, 0.1459, 0.1110, 0.0882, 0.1157, 0.1324, 0.1316, 0.0597, 0.0876, 0.0659, 0.1405, 0.0947, 0.0559, 0.0797, 0.1356, 0.1304, 0.1300], "energy_ha": -5118.75605, "lumo_energy_ha": -0.1727, "orbital_gap_ev": 6.043, "multiplicity": 1, "e_homo_ev": -10.74, "charge": 2}

=====

[2]
{"formula": "C4H5Br2Cl", "method": "ωB97M-V/def2-TZVPD", "symbols": ["Br", "Br", "Cl", "C", "C", "C", "C", "H", "H", "H", "H", "H"], "xyz": [[-1.096711, -2.124571, 2.475378], [-2.449127, 0.642453, 1.784207], [-0.154554, 1.933622, -0.747112], [0.777960, 0.490422, -0.013878], [-2.081078, -1.021798, 1.126711], [0.322820, -0.826295, -0.487046], [-1.029617, -1.063132, -0.628496], [-1.193286, -2.062063, -1.072199], [0.796246, -1.774023, -0.289239], [0.518420, 0.562344, 1.078906], [1.796566, 0.783353, -0.173546], [-1.634671, -0.325740, -0.900729]], "atomic_forces_ev_per_a": [[-0.5, 0.6, -0.6], [0.1, 0.8, 0.2], [0.4, -1.0, 0.2], [-0.7, 1.2, 0.9], [1.2, -2.0, -0.1], [-1.7, 0.0, 1.1], [2.0, -3.2, -0.2], [-0.6, 0.6, 0.7], [1.3, 0.3, -0.1], [0.5, 0.1, -0.8], [0.5, -0.3, 0.0], [-2.5, 3.0, -1.5]], "nbo_charge": [-0.0160, 0.1681, -0.1104, -0.3834, -0.2515, -0.1463, -0.3882, 0.2273, 0.2237, 0.2292, 0.2363, 0.2112], "energy_ha": -5763.45515, "lumo_energy_ha": [-0.0533, -0.0467], "orbital_gap_ev": [7.189, 7.261], "relative_energy_kj_mol": 327.8, "multiplicity": 1, "e_homo_ev": [-8.64, -8.53], "charge": 0}